The following is a quantum chemistry calculation of one molecule with the formula C2H4N2S2 in a non-equilibrium geometry, from the OMol25 dataset.

The geometry in XYZ format:
```
10
C2H4N2S2, DFT ωB97M-V with the def2-TZVPD basis set
C 1.659 0.273 -1.044
C -1.612 0.048 0.523
N 1.415 -0.898 -0.827
N 0.763 -1.297 0.146
S 1.146 1.450 0.262
S 0.152 -0.149 1.164
H 2.366 0.609 -1.853
H -1.728 -0.976 -0.071
H -1.933 1.027 0.203
H -2.228 -0.085 1.497
```

Summary:
- Gap between HOMO and LUMO: 7.966 eV
- Spin multiplicity: 1

These are the Mulliken partial charges, in e, on atoms 1 to 4: -0.09 -0.77 -0.10 -0.42

---

The following is a quantum chemistry calculation of one molecule with the formula C2H4N2S2 in a non-equilibrium geometry, from the OMol25 dataset.

The geometry in XYZ format:
```
10
C2H4N2S2, DFT ωB97M-V with the def2-TZVPD basis set
N 1.370 0.156 0.576
N 1.081 -0.813 -0.345
C -0.119 -0.944 -0.672
C -1.252 -0.115 -0.109
S -2.874 -0.439 0.212
S -0.981 1.675 -0.288
H 0.607 0.068 1.371
H 2.351 0.080 1.005
H -0.539 -1.508 -1.558
H 0.357 1.840 -0.192
```

Summary:
- SMILES string: N/N=C\C(=S)S
- Gap between HOMO and LUMO: 7.880 eV
- Spin multiplicity: 1

These are the Mulliken partial charges, in e, on atoms 1 to 4: -0.51 -0.34 0.09 0.00

---

The following is a quantum chemistry calculation of one molecule with the formula C2H4N2S2 in a non-equilibrium geometry, from the OMol25 dataset.

The geometry in XYZ format:
```
10
C2H4N2S2, DFT ωB97M-V with the def2-TZVPD basis set
C -0.244 -0.409 0.640
C 0.624 0.285 -0.464
N -1.567 -0.611 0.254
N -2.410 0.232 0.229
S -3.844 0.773 0.024
S 1.436 1.700 0.258
H 0.168 -1.430 0.653
H -0.054 0.172 1.437
H 1.423 -0.380 -0.793
H -0.139 0.706 -1.119
```

Summary:
- Gap between HOMO and LUMO (spin up / spin down): 8.583 / 5.676 eV
- Spin multiplicity: 1

These are the Mulliken partial charges, in e, on atoms 1 to 4: -0.39 -0.52 -0.32 0.10

---

The following is a quantum chemistry calculation of C2H4N2S3 as an isolated structure in a non-equilibrium geometry, from the OMol25 dataset.

The geometry in XYZ format:
```
11
C2H4N2S3, DFT ωB97M-V with the def2-TZVPD basis set
C -1.164 -1.709 -0.389
C -0.447 0.673 0.496
N 0.082 -1.733 -0.309
N 0.717 -0.860 0.355
S -1.885 -0.100 -0.109
S 0.208 2.149 -0.383
S 2.223 -0.275 -0.157
H -1.951 -2.382 -0.677
H -0.505 0.863 1.628
H 0.854 2.792 0.642
H 1.868 0.582 -1.097
```

Summary:
- Gap between HOMO and LUMO: 8.928 eV
- Spin multiplicity: 1

These are the Mulliken partial charges, in e, on atoms 1 to 4: 0.00 -0.16 -0.38 -0.01

---

The following is a quantum chemistry calculation of C2H4N3 as an isolated structure in a non-equilibrium geometry, from the OMol25 dataset.

The geometry in XYZ format:
```
9
C2H4N3, DFT ωB97M-V with the def2-TZVPD basis set
C 1.717 0.504 0.198
C -0.198 -0.003 0.038
N 2.829 0.683 0.252
N -1.055 0.965 -0.249
N -0.216 -1.335 -0.018
H -0.646 1.974 -0.094
H -2.103 0.889 -0.413
H 0.734 -1.757 0.323
H -1.062 -1.920 -0.037
```

Summary:
- Gap between HOMO and LUMO (spin up / spin down): 7.387 / 5.950 eV
- Net charge: +1
- Spin multiplicity: 3

These are the Mulliken partial charges, in e, on atoms 1 to 4: -0.14 0.39 -0.19 -0.23

---

The following is a quantum chemistry calculation of a 2-piece molecular cluster, C2H4N3O overall in a non-equilibrium geometry, from the OMol25 dataset.

The geometry in XYZ format:
```
10
C2H4N3O, DFT ωB97M-V with the def2-TZVPD basis set
C -1.176 1.946 -1.028
C 1.307 -0.566 0.396
N -0.861 -1.236 0.600
N -1.620 -2.007 0.735
N -0.150 -0.287 0.392
O -0.789 1.725 -2.064
H -1.628 2.330 -0.148
H 1.770 0.348 -0.032
H 1.661 -0.862 1.401
H 1.486 -1.391 -0.251
```

Summary:
- Gap between HOMO and LUMO: 6.934 eV
- Net charge: +1
- Spin multiplicity: 1

These are the Mulliken partial charges, in e, on atoms 1 to 4: 0.46 -0.65 0.70 -0.37

---

| no. | DFT total energy (eV) |
| --- | --- |
| 1 | -26785.831 |
| 2 | -26786.792 |
| 3 | -26784.906 |
| 4 | -37621.217 |
| 5 | -6593.787 |
| 6 | -8644.621 |